Entry 1
A cluster of 11 separate species, C4H27NO12S in total. Source: the OMol25 dataset; level of theory: the ωB97M-V functional and the def2-TZVPD basis.

The gap between HOMO and LUMO is 0.26105 Ha. For the molecular weight, the calculation gives 313.322 g/mol. The calculation puts the HOMO energy at -1.86 eV.

ORCA input file:
```
! wB97M-V def2-TZVPD RIJCOSX def2/J DEFGRID3
* xyz -2 1
C -0.3724 2.6275 0.0494
N -0.2293 1.1677 0.0286
C -0.0628 0.6465 -1.3408
C -0.3831 -0.8278 -1.3616
S -2.1807 -1.1759 -1.1334
C 1.4187 0.9423 -1.7427
O 2.3256 0.1051 -1.3556
O 1.6330 1.9538 -2.4096
H -0.3490 2.9841 1.0896
H 0.4605 3.0369 -0.5166
H -1.3183 2.9634 -0.3896
H -1.0572 0.7165 0.4176
H -0.6831 1.2008 -2.0666
H 0.1587 -1.3504 -0.5693
H -0.1019 -1.2699 -2.3284
H 2.2557 -1.5648 -1.3240
H 1.4323 -2.7556 -1.7822
O 2.1710 -2.5504 -1.2070
H -3.4732 1.0277 0.0836
H -3.5343 1.3080 1.6106
O -4.0968 1.2417 0.8037
H -4.4916 -0.3975 1.0972
H -4.0016 -1.7343 0.6205
O -4.5946 -1.3693 1.2927
H -1.4690 -2.3424 0.7513
H -0.2155 -2.7039 1.5348
O -1.2052 -2.7859 1.5832
H 3.9531 0.4860 -1.2291
H 4.8641 0.9567 -0.1233
O 4.9022 0.8287 -1.0789
H 2.3191 0.0216 0.4340
H 1.2473 0.5043 1.3311
O 2.0989 0.0243 1.3914
H 3.6662 3.0302 -2.5304
H 4.8775 2.3559 -1.9349
O 4.6160 3.1852 -2.3909
H -2.5866 0.3266 3.1416
H -1.5749 1.3623 2.6230
O -2.4647 1.3086 2.9933
H -3.4643 -1.3975 2.6281
H -2.0470 -1.8615 2.7529
O -2.7180 -1.3448 3.2762
H 1.7140 -1.6561 1.5847
H 1.7684 -2.7388 0.4801
O 1.4666 -2.5960 1.4117
*
```

Entry 2
A cluster of 11 separate species, C4H27NO12S in total. Source: the OMol25 dataset; level of theory: the ωB97M-V functional and the def2-TZVPD basis.

The gap between HOMO and LUMO is 0.22908 Ha. For the molecular weight, the calculation gives 313.322 g/mol. The calculation puts the HOMO energy at -1.24 eV.

ORCA input file:
```
! wB97M-V def2-TZVPD RIJCOSX def2/J DEFGRID3
* xyz -2 1
C 0.9320 1.8975 2.8965
C 0.7289 1.6987 1.3481
C -0.2477 2.6093 0.6206
S 0.3414 3.6256 -0.7810
N 0.5390 0.2939 1.0303
C -0.6131 -0.4265 1.3643
O -1.4250 0.0807 2.1371
O -0.6791 -1.5908 0.8068
H 1.2630 2.9382 2.9539
H 1.7276 1.1965 3.1411
H 0.0178 1.6291 3.4022
H 1.7481 1.9667 1.0759
H -1.0162 1.9620 0.1908
H -0.7473 3.3494 1.2555
H 1.1136 -0.1084 0.3105
H 0.5062 0.4472 -2.9549
H 0.4604 1.1964 -1.6304
O 0.8023 0.3773 -2.0411
H -1.2891 -0.0230 -3.6311
H -1.0941 -1.4398 -3.6421
O -1.1453 -0.7231 -4.2929
H -2.6756 2.3234 -1.8069
H -2.7434 2.4213 -0.2888
O -3.2925 2.4155 -1.0776
H 0.3580 -3.3126 1.5032
H -0.6549 -4.2135 1.1356
O 0.2884 -4.2555 1.3228
H -2.5410 -1.9969 0.6931
H -3.7877 -1.2330 0.9495
O -3.5059 -2.0737 0.5712
H -2.3196 -1.0655 -1.5488
H -1.0850 -0.4490 -0.9811
O -1.6401 -0.4142 -1.7699
H 3.2530 1.0801 0.8185
H 3.2029 -0.3753 1.2492
O 3.5926 0.4795 1.4837
H 1.7774 -2.3307 0.7383
H 1.8050 -1.9120 2.2415
O 2.3355 -2.2477 1.5136
H 2.5812 1.0302 -2.2712
H 2.5928 2.5642 -2.1296
O 3.1007 1.8161 -2.4706
H -0.9627 -3.8197 -1.0514
H -0.5437 -2.4092 -0.8863
O -1.0587 -2.9787 -1.4980
*
```

In terms of stability, entry 1 leads; the second structure lies 2.157 eV higher.

Entry 1
The molecule C3H4S2. Source: the OMol25 dataset; level of theory: the ωB97M-V functional and the def2-TZVPD basis.

The gap between HOMO and LUMO is 0.22863 Ha. For the molecular weight, the calculation gives 104.199 g/mol. The calculation puts the HOMO energy at -7.94 eV.

ORCA input file:
```
! wB97M-V def2-TZVPD RIJCOSX def2/J DEFGRID3
* xyz 0 1
C 1.4866 -0.0872 -0.2041
C -1.8925 -0.6071 0.1035
C 0.6492 0.9390 0.1229
S 3.1293 0.1064 -0.4251
S -1.0728 0.8358 0.3966
H 1.0791 -1.0846 -0.3266
H -1.4265 -1.4877 -0.2917
H -2.9294 -0.5673 0.3602
H 0.9772 1.9526 0.2642
*
```

Entry 2
The molecule C3H4S2. Source: the OMol25 dataset; level of theory: the ωB97M-V functional and the def2-TZVPD basis.

The gap between HOMO and LUMO is 0.32075 Ha. For the molecular weight, the calculation gives 104.199 g/mol. The calculation puts the HOMO energy at -8.10 eV.

ORCA input file:
```
! wB97M-V def2-TZVPD RIJCOSX def2/J DEFGRID3
* xyz 0 1
C 0.0314 -1.3645 0.1347
C -0.7100 1.0674 -0.2644
C 0.5890 1.0061 -0.1145
H 0.2329 -2.4108 -0.3095
H -0.1309 -1.3075 1.3185
H -1.1056 1.9422 -0.2321
H 1.1082 1.9765 0.4326
S -1.5133 -0.4881 -0.4586
S 1.4983 -0.4212 -0.5067
*
```

Entry 3
A cluster of 2 separate species, C3H4S2 in total. Source: the OMol25 dataset; level of theory: the ωB97M-V functional and the def2-TZVPD basis.

The gap between HOMO and LUMO is 0.32912 Ha. For the molecular weight, the calculation gives 104.199 g/mol. The calculation puts the HOMO energy at -9.16 eV.

ORCA input file:
```
! wB97M-V def2-TZVPD RIJCOSX def2/J DEFGRID3
* xyz 0 1
C -2.6135 -1.3318 0.0633
C -1.5720 -0.9132 0.4592
C 1.0985 1.2715 0.2840
S 2.1468 0.4551 -0.6433
S 1.3753 2.9221 0.6834
H -3.5551 -1.7196 -0.1825
H 1.6126 -0.6723 -0.1187
H -0.4797 -0.6023 0.6235
H 2.4745 3.5288 -0.1709
*
```

Entry 4
A structure of composition C3H4S2. Source: the OMol25 dataset; level of theory: the ωB97M-V functional and the def2-TZVPD basis.

The gap between HOMO and LUMO is 0.31472 Ha. For the molecular weight, the calculation gives 104.199 g/mol. The calculation puts the HOMO energy at -8.26 eV.

ORCA input file:
```
! wB97M-V def2-TZVPD RIJCOSX def2/J DEFGRID3
* xyz 0 1
C 0.8562 -0.2034 1.5951
C -0.6880 0.8426 -1.1035
C 0.2082 1.0013 0.0961
S 0.0538 1.3525 1.7781
S 0.9294 1.7048 -1.3822
H 0.3643 -1.2270 1.6597
H 1.7840 -0.2033 1.1557
H -0.8301 -0.1632 -1.5647
H -1.6403 1.5264 -1.2747
*
```

In terms of stability, entry 2 leads; the second structure lies 0.814 eV higher.

Entry 1
The molecule C3H4S2. Source: the OMol25 dataset; level of theory: the ωB97M-V functional and the def2-TZVPD basis.

The gap between HOMO and LUMO is 0.30378 Ha. For the molecular weight, the calculation gives 104.199 g/mol. The calculation puts the HOMO energy at -8.80 eV.

ORCA input file:
```
! wB97M-V def2-TZVPD RIJCOSX def2/J DEFGRID3
* xyz 0 1
C -3.1551 0.2341 0.0654
C -1.7919 0.3511 0.0755
C 0.9276 0.5280 -0.1230
H -3.8239 1.0654 0.0057
H -3.7202 -0.7458 0.3673
H -1.2970 1.4076 -0.2800
H 0.5285 1.6171 -0.1594
S -0.4197 -0.6991 -0.0860
S 2.4465 0.0726 0.0834
*
```

Entry 2
A structure of composition C3H4S2. Source: the OMol25 dataset; level of theory: the ωB97M-V functional and the def2-TZVPD basis.

The gap between HOMO and LUMO is 0.31502 Ha. For the molecular weight, the calculation gives 104.199 g/mol. The calculation puts the HOMO energy at -8.77 eV.

ORCA input file:
```
! wB97M-V def2-TZVPD RIJCOSX def2/J DEFGRID3
* xyz 0 1
C -1.1522 -0.6539 0.0196
C -0.1631 0.6448 -0.0869
C 1.0967 -0.1496 0.0290
H -0.2880 1.4678 0.6676
H -0.3191 1.2523 -1.0422
H 1.1753 -0.1757 1.1455
H 1.9927 0.1056 -0.6397
S -2.7454 -0.7858 -0.0260
S 0.4030 -1.7055 -0.0669
*
```

In terms of stability, entry 2 leads; the second structure lies 0.332 eV higher.

Entry 1
A cluster of 2 separate species, C2H6FN in total. Source: the OMol25 dataset; level of theory: the ωB97M-V functional and the def2-TZVPD basis.

The gap between HOMO and LUMO (alpha / beta) is 0.31805 / 0.29978 Ha. For the molecular weight, the calculation gives 63.075 g/mol. The calculation puts the HOMO energy (alpha / beta) at -7.63 / -7.17 eV.

ORCA input file:
```
! wB97M-V def2-TZVPD RIJCOSX def2/J DEFGRID3
* xyz 0 1
C -0.9295 1.2353 -0.2927
C 0.0594 -0.8700 0.5462
N 1.1856 -0.9505 -0.2864
F 0.3935 -0.2866 1.7246
H -1.7613 1.5881 0.2261
H -0.8589 0.8094 -1.2316
H -0.2000 1.8434 0.1298
H -0.6623 -1.5705 0.6734
H 0.9434 -1.5615 -1.0404
H 1.8301 -0.2371 -0.4490
*
```

Entry 2
The molecule C2H6FN. Source: the OMol25 dataset; level of theory: the ωB97M-V functional and the def2-TZVPD basis.

The gap between HOMO and LUMO is 0.40327 Ha. For the molecular weight, the calculation gives 63.075 g/mol. The calculation puts the HOMO energy at -9.82 eV.

ORCA input file:
```
! wB97M-V def2-TZVPD RIJCOSX def2/J DEFGRID3
* xyz 0 1
C 0.2385 -0.0042 1.1700
C -0.2365 0.3198 -1.1591
N 0.6505 -0.1299 -0.2245
F -1.5219 -0.1753 -0.7690
H 0.8479 0.7779 1.5598
H -0.8243 0.0196 1.2250
H 0.5015 -0.8773 1.7062
H -0.0745 -0.0059 -2.1274
H -0.2919 1.3704 -1.0371
H 0.7108 -1.2950 -0.3439
*
```

In terms of stability, entry 2 leads; the second structure lies 2.788 eV higher.

Entry 1
A cluster of 2 separate species, C3H10NO2 in total. Source: the OMol25 dataset; level of theory: the ωB97M-V functional and the def2-TZVPD basis.

The gap between HOMO and LUMO is 0.24228 Ha. For the molecular weight, the calculation gives 92.118 g/mol. The calculation puts the HOMO energy at -2.60 eV.

ORCA input file:
```
! wB97M-V def2-TZVPD RIJCOSX def2/J DEFGRID3
* xyz -1 1
C -1.0576 0.5527 1.2298
N -0.6369 0.1621 -0.1047
C 0.7419 -0.4137 -0.1137
C 1.8233 0.6580 0.1215
O 1.7556 1.7086 -0.6931
H -2.1396 0.7556 1.1703
H -0.5487 1.4110 1.6679
H -1.0604 -0.3017 1.9130
H -0.5276 1.0140 -0.6546
H 0.9141 -0.8976 -1.0764
H 0.7465 -1.1411 0.7085
H 2.7468 -0.0066 0.1079
H 1.7419 0.9789 1.1986
H -1.5259 -2.2766 -1.7853
H -1.3483 -0.7945 -1.4940
O -1.6252 -1.4092 -2.1959
*
```

Entry 2
A cluster of 2 separate species, C3H10NO2 in total. Source: the OMol25 dataset; level of theory: the ωB97M-V functional and the def2-TZVPD basis.

The gap between HOMO and LUMO is 0.22884 Ha. For the molecular weight, the calculation gives 92.118 g/mol. The calculation puts the HOMO energy at -2.45 eV.

ORCA input file:
```
! wB97M-V def2-TZVPD RIJCOSX def2/J DEFGRID3
* xyz -1 1
C 0.7338 0.6913 1.9319
N 0.2519 0.3763 0.5865
C 1.2581 -0.2697 -0.2838
C 0.4174 -0.4823 -1.6168
O 0.1034 0.6952 -2.1309
H 1.5597 0.0428 2.2213
H -0.0352 0.5783 2.6945
H 1.2242 1.6713 1.9506
H 0.1229 1.1483 -0.0963
H 1.6708 -1.2242 0.0860
H 2.0786 0.4643 -0.4337
H -0.3185 -1.2712 -1.3541
H 1.0901 -1.1722 -2.2992
H -2.6220 -1.3495 1.7074
H -1.6282 -0.3558 1.1610
O -2.4633 -0.8100 0.9312
*
```

Entry 3
A cluster of 2 separate species, C3H10NO2 in total. Source: the OMol25 dataset; level of theory: the ωB97M-V functional and the def2-TZVPD basis.

The gap between HOMO and LUMO is 0.29438 Ha. For the molecular weight, the calculation gives 92.118 g/mol. The calculation puts the HOMO energy at -3.75 eV.

ORCA input file:
```
! wB97M-V def2-TZVPD RIJCOSX def2/J DEFGRID3
* xyz -1 1
C -0.8109 0.6820 -0.1949
O -0.9237 -0.6928 0.1884
C 0.6263 0.9576 -1.0150
C 1.7693 0.8870 -0.0022
N 0.6390 -0.1026 -2.0758
H -0.7588 1.3246 0.7432
H -1.6267 0.8541 -0.8306
H 0.5573 2.0402 -1.5774
H 1.9094 -0.0088 0.6400
H 2.7064 1.1008 -0.6204
H 1.5955 1.6636 0.7198
H 0.5060 -0.9087 -1.3803
H -0.3957 -0.1505 -2.1647
H -1.0053 -1.2622 1.4990
H -1.0110 -0.7884 2.9646
O -1.1336 -1.5954 2.5379
*
```

Entry 4
A cluster of 2 separate species, C3H10NO2 in total. Source: the OMol25 dataset; level of theory: the ωB97M-V functional and the def2-TZVPD basis.

The gap between HOMO and LUMO is 0.25488 Ha. For the molecular weight, the calculation gives 92.118 g/mol. The calculation puts the HOMO energy at -2.71 eV.

ORCA input file:
```
! wB97M-V def2-TZVPD RIJCOSX def2/J DEFGRID3
* xyz -1 1
C 0.8585 0.3282 -0.1765
O 0.8448 -0.1844 -1.4327
C 0.4211 -0.7345 0.8727
C -1.0845 -0.6727 1.0920
N 0.8266 -2.0646 0.4243
H 0.1405 1.1918 -0.0931
H 1.8433 0.7931 0.0825
H 0.8878 -0.5403 1.8458
H -1.6006 -0.6820 0.1347
H -1.4079 -1.5691 1.6201
H -1.3807 0.2180 1.6395
H 0.9745 -1.9237 -0.5868
H 1.7266 -2.2610 0.8507
H -1.1468 1.9239 -2.0879
H -0.6625 3.3357 -1.7977
O -1.2409 2.8414 -2.3878
*
```

In terms of stability, entry 4 leads; the second structure lies 0.324 eV higher.

Entry 1
A structure of composition C3H10NO2. Source: the OMol25 dataset; level of theory: the ωB97M-V functional and the def2-TZVPD basis.

The gap between HOMO and LUMO is 0.29031 Ha. For the molecular weight, the calculation gives 92.118 g/mol. The calculation puts the HOMO energy at -3.50 eV.

ORCA input file:
```
! wB97M-V def2-TZVPD RIJCOSX def2/J DEFGRID3
* xyz -1 1
N 1.7660 1.2873 0.6551
C 0.9994 0.8467 1.8471
O -0.0576 0.0445 1.5348
H 2.7009 1.5322 0.9578
H 1.7902 0.5609 -0.0589
H 1.6752 0.3210 2.5525
H 0.6649 1.7792 2.3326
C -0.6319 -1.1103 -1.5370
O 0.4739 -0.9692 -0.6799
C -1.8605 -0.3407 -1.0506
H -0.3535 -0.7749 -2.5467
H -0.8872 -2.1819 -1.6139
H 0.1679 -0.5190 0.3746
H -1.5760 0.7025 -0.9298
H -2.7077 -0.4155 -1.7432
H -2.1641 -0.7627 -0.0946
*
```

Entry 2
A cluster of 2 separate species, C3H10NO2 in total. Source: the OMol25 dataset; level of theory: the ωB97M-V functional and the def2-TZVPD basis.

The gap between HOMO and LUMO is 0.26062 Ha. For the molecular weight, the calculation gives 92.118 g/mol. The calculation puts the HOMO energy at -2.94 eV.

ORCA input file:
```
! wB97M-V def2-TZVPD RIJCOSX def2/J DEFGRID3
* xyz -1 1
C -0.5743 -0.5873 -0.9159
N -1.1027 0.6165 -0.1962
C -0.1738 1.2820 0.8420
O 1.1227 1.2493 0.5259
C -1.8712 -1.3116 -1.4550
H -0.1578 -1.2436 -0.0567
H 0.0240 -0.3565 -1.7348
H -1.4305 1.3841 -0.8167
H -0.7554 2.3275 0.9370
H -0.3863 0.9209 1.8527
H -2.5416 -1.5932 -0.6409
H -2.4230 -0.3739 -1.8812
H -1.8209 -2.0951 -2.2953
H 3.1492 -1.1825 0.6687
H 2.0466 -0.1632 0.9945
O 2.3436 -1.0291 1.1639
*
```

In terms of stability, entry 1 leads; the second structure lies 0.794 eV higher.